Formula: C36H70O10
Source: the OMol25 dataset
Level of theory: wB97M-V/def2-TZVPD

The geometry in XYZ format:
```
116
Properties=species:S:1:pos:R:3:lowdin_charge:R:1
C -2.4661 -4.8370 -0.0925 -0.193
C -3.2754 -4.7923 1.1632 -0.178
C -4.1706 -6.0607 1.1156 -0.154
O -4.2314 -6.3098 -0.2891 -0.116
C -3.5078 -5.3758 -1.0277 -0.236
H -1.6642 -5.5732 -0.0374 0.114
H -1.9747 -3.9241 -0.4292 0.105
H -3.9584 -3.9482 1.0676 0.082
H -2.6851 -4.5511 2.0473 0.109
H -5.1785 -5.8717 1.4850 0.116
H -3.7185 -6.8505 1.7155 0.114
H -4.1319 -4.5549 -1.3806 0.119
H -3.0776 -5.8277 -1.9215 0.124
C 2.5466 -3.4600 3.1742 -0.161
C 2.2158 -4.3709 2.0075 -0.171
C 1.1984 -5.3788 2.5438 -0.136
O 1.2143 -5.1849 4.0235 -0.148
C 1.5653 -3.8315 4.3048 -0.205
H 2.5076 -2.3892 2.9747 0.099
H 3.5605 -3.7320 3.4678 0.110
H 3.1118 -4.8514 1.6143 0.114
H 1.6491 -3.8282 1.2510 0.079
H 1.4956 -6.4054 2.3294 0.116
H 0.1790 -5.2262 2.1893 0.098
H 1.9666 -3.5970 5.2907 0.117
H 0.6605 -3.2240 4.3238 0.097
C 3.3088 -1.9033 -1.5101 -0.155
C 4.2991 -1.1920 -0.5634 -0.143
C 5.2657 -0.5123 -1.5616 -0.220
O 5.3635 -1.4363 -2.5881 -0.126
C 4.1571 -2.1871 -2.7204 -0.199
H 2.6908 -1.0481 -1.7837 0.091
H 2.7267 -2.6829 -1.0189 0.107
H 4.9019 -1.9109 -0.0086 0.112
H 3.7261 -0.5106 0.0654 0.087
H 6.2252 -0.1626 -1.1805 0.125
H 4.8226 0.3663 -2.0305 0.095
H 4.4617 -3.2307 -2.7987 0.116
H 3.6273 -2.0419 -3.6618 0.102
C 2.4610 1.3217 -6.1199 -0.176
C 2.6474 0.4869 -4.9033 -0.195
C 2.3299 1.4044 -3.7510 -0.211
O 2.6105 2.6889 -4.2485 -0.127
C 3.0159 2.6137 -5.5935 -0.219
H 1.4030 1.3543 -6.3797 0.120
H 3.0457 0.9863 -6.9765 0.119
H 3.7125 0.2556 -4.9173 0.116
H 2.1022 -0.4542 -4.9756 0.119
H 2.9279 1.1289 -2.8823 0.090
H 1.2918 1.2738 -3.4453 0.112
H 4.0947 2.7094 -5.7169 0.121
H 2.5912 3.5283 -6.0072 0.122
C -5.3159 0.0172 0.6441 -0.162
C -6.1848 -0.4325 1.7698 -0.198
C -6.1224 -1.9688 1.7723 -0.191
O -6.0468 -2.2985 0.3743 -0.144
C -5.7426 -1.0877 -0.3554 -0.176
H -4.2861 -0.0433 0.9962 0.078
H -5.5390 1.0405 0.3422 0.120
H -7.2245 -0.1350 1.6336 0.117
H -5.8223 -0.0891 2.7387 0.113
H -7.0039 -2.3914 2.2544 0.118
H -5.2408 -2.2799 2.3327 0.104
H -6.6494 -0.7765 -0.8740 0.119
H -4.9048 -1.2008 -1.0435 0.112
C -1.7961 4.6890 -1.4312 -0.162
C -0.5622 4.1575 -2.1808 -0.164
C 0.3489 5.3253 -1.9933 -0.183
O -0.4341 6.5636 -1.8701 -0.124
C -1.7707 6.1914 -1.6532 -0.232
H -1.6297 4.4637 -0.3778 0.084
H -2.7483 4.2763 -1.7646 0.112
H -0.7564 3.9174 -3.2262 0.116
H -0.1585 3.2748 -1.6850 0.092
H 1.1059 5.3826 -2.7755 0.120
H 0.8483 5.1687 -1.0372 0.108
H -2.3713 6.3988 -2.5388 0.115
H -2.1391 6.7109 -0.7686 0.117
C -1.4794 3.4220 2.3099 -0.199
C -1.1259 3.3957 3.7635 -0.176
C -1.2951 1.9209 4.0369 -0.214
O -2.1386 1.4133 3.0258 -0.150
C -2.6389 2.5015 2.2404 -0.188
H -0.6320 3.0749 1.7186 0.118
H -1.7304 4.4338 1.9915 0.117
H -1.7835 3.9909 4.3970 0.117
H -0.1224 3.7077 4.0527 0.115
H -1.6964 1.7708 5.0392 0.120
H -0.2913 1.4970 4.0072 0.112
H -3.4874 2.9627 2.7457 0.127
H -2.9408 2.2568 1.2221 0.123
C 4.1080 3.1834 -0.6078 -0.168
C 2.8763 2.6626 0.1379 -0.175
C 3.0599 3.2162 1.5158 -0.168
O 3.7048 4.4885 1.2391 -0.135
C 4.3393 4.5559 -0.0086 -0.213
H 4.0520 3.2124 -1.6960 0.106
H 4.9432 2.5059 -0.4303 0.103
H 2.8455 1.5781 0.0325 0.085
H 1.9579 3.0119 -0.3341 0.097
H 3.7863 2.6368 2.0856 0.117
H 2.1448 3.2468 2.1072 0.107
H 5.4146 4.6650 0.1327 0.119
H 3.9157 5.2886 -0.6955 0.118
O 0.4295 0.6091 -0.9738 0.046
C -0.1015 -0.1575 -0.1167 -0.346
O -1.4666 -0.3866 -0.1240 0.022
C -1.9122 -1.1310 0.9630 -0.186
C -0.6386 -1.8208 1.4697 -0.135
C 0.4870 -0.8678 1.0943 -0.064
H -2.6875 -1.8578 0.7205 0.112
H -2.3369 -0.4543 1.7045 0.099
H -0.4834 -2.7974 1.0113 0.094
H -0.6889 -2.0046 2.5429 0.114
H 1.4360 -1.3634 0.8897 0.097
H 0.6825 -0.1311 1.8735 0.128
```

energy = -2165.89176 Eh
net charge = 0
highest occupied orbital energy = -0.342 Eh
max |F| = 5.03 eV/Å
orbital gap = 9.63 eV
structure (SMILES) = O=C1CCCO1.C1CCOC1.C1CCOC1.C1CCOC1.C1CCOC1.C1CCOC1.C1CCOC1.C1CCOC1.C1CCOC1


Formula: C3H10NO2
Source: the OMol25 dataset
Level of theory: wB97M-V/def2-TZVPD

The geometry in XYZ format:
```
16
Properties=species:S:1:pos:R:3:lowdin_charge:R:1
C -0.5411 1.2538 0.6453 -0.332
O 0.2739 0.1347 1.0941 -0.122
C 0.0582 2.5657 1.1037 -0.132
H -0.5789 1.2200 -0.4895 0.105
H -1.5319 1.1207 1.0815 0.092
H 0.1372 -0.5657 0.4773 -0.024
H 1.0798 2.6356 0.6318 0.080
H -0.5732 3.3761 0.6633 0.066
H 0.1642 2.7546 2.1770 0.053
N 0.0074 -2.5015 -0.2532 -0.069
C 0.4169 -1.6249 -1.4166 -0.622
O -0.4268 -0.6116 -1.6500 -0.336
H -1.0046 -2.7376 -0.3501 0.054
H 0.5260 -3.4194 -0.3022 0.049
H 1.4364 -1.2825 -1.1097 0.075
H 0.5567 -2.3181 -2.3029 0.063
```

energy = -325.51617 Eh
net charge = -1
highest occupied orbital energy = -0.102 Eh
max |F| = 2.62 eV/Å
orbital gap = 7.00 eV


Formula: C3H11N2S
Source: the OMol25 dataset
Level of theory: wB97M-V/def2-TZVPD

The geometry in XYZ format:
```
17
Properties=species:S:1:pos:R:3:lowdin_charge:R:1
N 0.7755 -0.5522 -1.0885 0.142
C 0.2256 0.2918 0.0071 -0.446
C -0.9285 1.1654 -0.5325 -0.524
S -0.0135 2.2417 -1.6840 0.723
C -0.3715 -0.6307 1.1418 -0.240
N 0.6940 -1.5596 1.4306 -0.038
H 1.2397 -1.4389 -0.6070 0.195
H -0.0417 -0.8781 -1.8335 0.250
H 1.5119 -0.1364 -1.6148 0.118
H 1.0123 0.9598 0.4997 0.166
H -1.7299 0.4798 -1.1326 0.132
H -1.5286 1.5967 0.3251 0.116
H -0.4566 3.5374 -1.4218 -0.084
H -1.2123 -1.1970 0.6505 0.141
H -0.8964 -0.1984 1.8894 0.085
H 0.3269 -2.4938 1.8024 0.127
H 1.3931 -1.1875 2.1681 0.136
```

energy = -628.30599 Eh
net charge = +1
highest occupied orbital energy = -0.481 Eh
max |F| = 5.56 eV/Å
orbital gap = 9.71 eV
structure (SMILES) = NC[C@@H]([NH3+])CS


Formula: C9H14
Source: the OMol25 dataset
Level of theory: wB97M-V/def2-TZVPD

The geometry in XYZ format:
```
23
Properties=species:S:1:pos:R:3:lowdin_charge:R:1
C 0.8831 -1.3401 0.0038 -0.055
C 1.0681 1.0666 -0.6417 -0.057
C 1.4002 0.0430 0.2408 -0.277
C 1.6324 2.3355 -0.5283 -0.089
C 2.0834 0.3869 1.4092 -0.058
C 2.4920 2.5802 0.5202 -0.108
C 2.6325 1.6523 1.5521 -0.094
H 0.3076 0.8123 -1.3718 0.111
H 1.4181 3.0400 -1.3215 0.101
H 1.0120 -1.6469 -1.0350 0.082
H -0.1847 -1.4879 0.1706 0.041
H 2.0270 -0.2441 2.2938 0.112
H 2.9973 3.5376 0.6395 0.100
H 3.0911 1.9404 2.4923 0.101
H 1.4074 -2.1196 0.5561 0.080
C -3.3217 -0.6602 -0.8926 -0.162
C -2.6570 -1.9263 -0.3320 -0.178
H -3.3016 -0.6167 -1.9792 0.060
H -4.4156 -0.7674 -0.7932 0.060
H -3.0717 0.2282 -0.3324 0.058
H -1.8866 -2.2987 -1.0141 0.056
H -3.3380 -2.7825 -0.2986 0.063
H -2.2753 -1.7326 0.6621 0.054
```

energy = -351.30455 Eh
net charge = 0
highest occupied orbital energy = -0.328 Eh
max |F| = 2.14 eV/Å
orbital gap = 9.94 eV
structure (SMILES) = Cc1ccccc1.CC